Record 1
The following is a DFT calculation (ωB97M-V/def2-TZVPD) of a structure of composition C59H46As2ClN4O6Ti in a non-equilibrium geometry.

Atoms and positions in Å:
N 2.808 0.562 -1.177
Cl 6.398 0.952 -2.517
C 2.159 3.173 -5.327
C 4.968 0.627 -1.661
H -3.095 -2.922 0.273
C 3.518 2.913 -5.266
H 1.226 1.577 -2.490
H 2.517 -0.647 -6.645
H -0.638 1.889 4.200
H 1.745 3.740 -6.150
H -5.478 4.588 -0.793
C 3.462 -0.060 -0.218
O 1.375 -0.752 0.650
H 0.741 -3.918 -0.746
Ti -0.284 -0.138 0.212
C -6.923 3.013 -0.650
C -1.805 0.327 -3.947
H 4.920 -1.085 1.762
H -1.226 -6.691 -3.355
C 1.077 4.187 -0.758
H -1.524 1.234 -3.423
O 5.883 -1.061 1.493
H 0.181 -6.255 -1.375
H 0.213 4.373 2.499
H -7.772 3.683 -0.646
C -1.498 -4.621 -3.829
C -6.033 0.778 -0.556
H 0.600 -0.359 -5.140
C 0.635 4.678 1.552
C -4.477 -1.092 2.041
H -1.331 0.481 5.045
H -8.121 1.235 -0.497
O 3.161 -1.182 1.863
O 7.131 -0.691 -0.283
C 1.702 5.418 -0.903
C 0.563 3.798 0.471
C 4.062 2.189 -4.213
C -3.538 1.093 2.317
H -5.494 -2.402 -4.006
C -3.748 -0.031 1.522
C 1.486 -0.865 -4.782
C -0.549 0.820 4.366
As -3.154 0.130 -0.354
C 1.545 -1.346 -3.481
C -1.705 -2.090 -4.141
C -2.665 0.374 -5.040
H 0.178 -3.925 2.415
H -3.855 -4.904 -0.944
H -5.106 0.105 5.149
C 4.869 -0.054 -0.464
C 3.721 -1.665 -5.189
C 1.252 5.908 1.406
C -0.922 -2.152 1.982
N -0.174 2.046 1.875
H -6.197 -0.289 -0.468
N 3.718 0.985 -2.064
H -4.693 -1.957 1.432
H -5.062 -4.667 -3.090
C -4.729 0.068 4.135
C -0.832 -3.646 2.110
C -3.837 -1.517 -1.176
C -4.511 -1.399 -2.393
H -3.861 2.030 4.216
C -7.119 1.638 -0.566
C -0.648 0.081 3.069
C -4.726 -3.787 -2.556
C -4.962 -2.520 -3.071
C -5.637 3.519 -0.732
C -0.371 -3.078 -2.375
H -4.698 -0.416 -2.808
C -3.612 -2.795 -0.667
C 2.698 -1.992 -3.042
H -5.520 -1.884 3.739
C -4.050 -3.920 -1.352
C 2.572 -1.029 -5.633
C -3.006 -0.801 -5.698
C -2.544 -2.031 -5.245
C 3.238 1.725 -3.196
C -0.806 -1.348 3.080
H 1.308 6.584 2.248
C 1.800 6.275 0.181
C 0.121 -4.121 -1.612
C -0.993 -5.672 -3.075
H -1.055 -4.120 1.155
H 4.174 3.269 -6.049
C 3.784 -2.149 -3.889
H 2.110 5.704 -1.864
H -0.762 -1.831 4.047
O -0.235 1.655 -0.401
C -0.196 -5.428 -1.963
H -2.996 1.944 1.917
H 0.996 3.516 -1.597
C -4.956 -1.047 3.346
C 1.337 2.683 -4.323
C 0.004 2.436 0.644
C 2.644 -0.696 0.862
H 0.269 2.860 -4.360
C -1.195 -3.312 -3.481
As 0.060 -1.190 -2.192
O -1.108 -1.682 0.761
C -4.738 1.280 -0.642
H 5.119 1.994 -4.213
H -3.059 1.322 -5.382
C -4.549 2.654 -0.731
N -0.538 0.703 1.929
C -4.026 1.146 3.613
C 1.868 1.960 -3.270
H 2.300 7.229 0.074
H 4.678 -2.646 -3.534
H -2.134 -4.830 -4.680
H 2.753 -2.368 -2.026
H 4.566 -1.787 -5.855
C -1.310 -0.896 -3.529
C 6.054 -0.637 0.256
H -3.646 -0.760 -6.571
H 0.420 0.623 4.830
H -2.849 -2.937 -5.753
H -1.524 -4.014 2.867
H -3.543 3.056 -0.796

Results
E_HOMO (spin up / spin down): -6.95 / -7.90 eV
spin multiplicity: 2
Kohn-Sham gap (spin up / spin down): 0.2591 / 0.2927 hartree
LUMO level (spin up / spin down): 0.1 / 0.1 eV
energy above the lowest of the compared OMol25 structures with the same formula, charge and spin: 0.0 kJ/mol

***

Record 2
The following is a DFT calculation (ωB97M-V/def2-TZVPD) of a structure of composition C59H50FN6O2ReS3 in a non-equilibrium geometry.

Atoms and positions in Å:
H 1.564 1.529 3.388
C -4.417 -2.355 -4.704
H 2.402 1.485 -5.162
H 5.999 1.511 -2.638
H -4.903 -2.911 -5.494
H -4.931 -1.419 -1.461
C 1.821 4.627 -0.654
H -2.235 -0.312 4.102
H -1.427 -0.066 -5.360
O -2.703 -0.149 -1.666
C 1.719 3.484 0.126
S -0.942 1.034 2.012
H -5.186 4.400 3.422
H 4.106 1.236 -3.890
O 2.484 -0.719 -0.812
N -0.330 0.147 -3.670
C -4.436 -4.293 0.320
C 1.652 -3.345 3.768
H 0.987 4.957 -1.261
C 3.724 -0.288 -0.845
H -3.731 0.976 1.267
H -5.235 -5.022 0.273
H -0.041 -4.567 4.271
H -0.111 1.411 -5.364
H 5.026 5.426 0.088
N 0.263 1.781 1.403
H -5.184 -3.366 2.110
C -1.398 -0.314 -4.296
N 2.347 0.354 -3.373
H 3.796 -2.864 -2.814
C -1.245 -0.055 4.463
C 0.342 -3.782 3.629
C -0.482 -3.227 2.662
H 0.731 -0.272 7.196
C 0.423 -0.016 6.190
H -3.846 3.193 -2.322
H -2.556 6.274 0.374
C 4.091 4.881 0.104
C 4.045 -4.075 -1.068
C 1.116 -2.496 -2.904
C 6.371 0.695 -0.705
C -1.983 2.838 -1.337
C -5.024 -2.241 -3.424
H 5.128 -4.080 -1.106
C 2.014 -4.792 0.007
C 3.289 -3.402 -2.017
C 3.015 5.334 -0.648
H -1.525 -0.901 6.407
C 5.599 0.937 -1.809
C -3.169 -0.864 -2.580
H -3.331 -1.713 2.228
H 4.821 3.372 1.450
C -2.309 2.095 2.411
C -4.443 -1.530 -2.423
H 1.781 -0.173 -5.316
C 2.787 3.019 0.885
C -4.371 3.748 3.135
C -3.577 1.825 1.925
H -1.659 -3.307 -1.370
H 0.196 -4.159 -0.916
C -3.455 -4.284 -0.661
C 4.559 -0.581 0.256
H 3.107 6.236 -1.240
S 0.371 2.362 -0.157
H 3.166 -2.008 3.047
H 1.532 -5.364 0.792
H -2.903 4.843 4.265
H 6.453 -0.332 1.191
C -3.232 -1.730 -4.919
C 5.839 -0.093 0.330
C 1.278 -4.113 -0.956
C -2.543 -1.022 -3.885
N 0.686 1.490 -1.279
C 3.389 -4.737 -0.052
C -1.074 3.357 -0.428
Re 0.924 -0.473 -2.085
H 7.381 1.077 -0.642
C -2.386 -2.468 0.454
H 4.157 -1.233 1.022
N -0.265 -1.312 -0.712
C 3.978 3.727 0.871
N -1.636 -0.144 1.321
C -2.041 3.175 3.243
C 1.334 -1.787 1.961
C -2.392 5.314 -0.099
C -1.258 4.579 0.209
C 2.143 -2.348 2.936
H -2.764 -1.787 -5.897
C -4.406 -3.366 1.357
C -4.615 2.669 2.297
H 2.278 0.950 5.710
C 4.279 0.450 -1.908
C -0.354 0.621 3.639
S -0.950 -1.439 0.560
C -2.421 -3.360 -0.602
C -3.118 3.583 -1.622
F 4.115 -5.357 0.908
C 0.027 -2.233 1.835
C -3.087 4.003 3.607
H -1.817 1.867 -1.794
H 0.419 2.088 -3.814
H -5.616 2.478 1.930
H 1.716 -1.039 1.275
C 1.894 -3.366 -1.961
C -3.374 -2.446 1.433
H 2.294 -3.794 4.517
H -3.497 -4.991 -1.479
H -5.986 -2.714 -3.254
H -4.197 5.400 -1.252
C 3.559 0.703 -3.112
H -1.494 -3.589 2.550
H -1.033 3.355 3.602
H 1.615 -2.473 -3.878
H 0.110 -2.898 -3.062
H -0.532 4.949 0.923
H 2.684 2.105 1.458
C 0.393 1.185 -4.425
C 1.802 0.714 -4.680
C -3.314 4.817 -1.015
C 1.295 0.668 5.356
C 0.910 0.993 4.063
C -0.846 -0.376 5.747

Results
total charge: +1
E_HOMO (spin up / spin down): -8.93 / -8.88 eV
spin multiplicity: 2
Kohn-Sham gap (spin up / spin down): 0.2106 / 0.2228 hartree
LUMO level (spin up / spin down): -3.2 / -2.8 eV
energy above the lowest of the compared OMol25 structures with the same formula, charge and spin: 167.8 kJ/mol

***

Record 3
The following is a DFT calculation (ωB97M-V/def2-TZVPD) of a structure of composition C59H52AuN4P3Si in a non-equilibrium geometry.

Atoms and positions in Å:
C -0.661 2.654 1.259
H -0.037 -3.779 2.659
C 2.854 -2.182 -4.321
C -0.842 -1.922 4.204
H 2.588 5.121 -4.703
C 5.002 0.893 0.910
H 4.000 -3.122 4.195
C 0.802 -0.596 5.345
C -6.125 -0.067 -0.627
C 3.022 -2.471 2.416
H -6.516 2.317 1.735
C 3.653 -4.964 1.379
H -6.755 -1.489 4.208
H -2.672 5.892 0.521
P -2.262 1.137 -0.525
C -2.200 1.328 -2.326
C -2.431 3.816 0.082
C -5.395 -2.658 3.041
H 2.654 -4.322 -0.406
H -5.342 0.539 4.155
H 4.739 3.692 -1.251
H 4.519 2.196 -3.314
H -0.169 -2.311 6.190
H -2.105 -0.809 -2.557
C -1.084 5.008 1.665
C -3.379 -1.559 2.373
C 3.568 -2.290 -2.024
C 0.890 0.240 4.245
C 3.651 2.784 -3.626
H 0.762 -1.818 -4.631
C -3.803 -0.387 3.006
H -1.546 -2.745 4.190
H 4.608 -5.327 3.262
C 2.641 5.106 -3.618
C -2.181 0.146 -3.067
H -3.264 3.794 -0.608
C 3.707 -3.385 3.190
H -4.282 -0.536 -1.605
C -4.037 1.036 -0.161
Si 0.377 1.099 1.571
C 3.796 4.236 -3.133
C -2.184 2.555 -2.978
H 5.055 2.839 1.809
C -1.743 -3.465 -0.264
H 2.614 2.945 2.128
H 1.404 -0.399 6.219
H -2.310 1.454 -6.168
H -0.843 5.919 2.193
H 2.898 1.682 -1.086
C -2.226 0.187 -4.446
Au -0.332 -0.361 -0.254
H -2.219 -0.730 -5.019
C -2.109 4.995 0.731
C 2.236 1.037 1.256
C -2.237 2.585 -4.360
N 1.044 1.043 -1.937
C 0.127 0.009 3.102
H 1.690 4.744 -3.232
C -0.074 -1.671 5.327
C -0.052 -5.209 1.066
C 2.228 1.620 -1.913
H 3.094 -2.221 -5.374
H -0.156 -6.409 -0.702
C -4.663 1.811 0.815
H 2.783 6.124 -3.267
P -1.726 -1.509 1.630
H 6.071 0.822 0.784
H 0.595 -5.891 1.595
C -0.376 3.844 1.924
N 1.418 1.831 -3.886
C -4.773 0.078 -0.862
H 2.780 -1.493 2.809
H -4.107 2.532 1.395
H 4.850 -2.637 -3.690
N 0.589 1.199 -3.177
C 2.287 -1.926 -1.608
H 1.557 1.088 4.262
C -1.714 2.646 0.329
C 1.553 -1.941 -3.909
C 2.813 -0.094 0.654
C -0.714 -1.104 3.082
C 4.433 2.018 1.488
H -3.860 -3.598 1.876
C 1.277 -1.820 -2.562
H 4.344 -2.501 -1.303
H -7.820 0.656 0.465
C -6.757 0.745 0.304
H -2.115 3.474 -2.420
C -1.344 -4.636 -0.879
H 0.259 -1.628 -2.240
H -6.689 -0.805 -1.176
C 4.038 -4.628 2.669
N 2.477 2.114 -3.134
C -1.285 -3.156 1.021
C 3.933 4.326 -1.616
C -0.491 -5.507 -0.215
H 4.159 5.351 -1.336
C 3.062 2.079 1.664
H -1.688 -4.865 -1.876
P 1.822 -1.549 0.105
C 3.845 -2.396 -3.374
H 3.575 2.771 -4.715
C -5.813 -1.501 3.682
H -2.404 -2.772 -0.771
H 0.406 3.854 2.670
C -5.017 -0.363 3.660
H 4.723 4.600 -3.583
C -2.274 1.412 -5.092
C -4.188 -2.692 2.365
H 3.005 4.047 -1.119
C -6.024 1.678 1.018
C -0.423 -4.024 1.680
H -6.009 -3.545 3.070
H 4.647 -1.039 0.077
C 2.675 -2.794 1.104
H -3.160 0.485 2.999
H -2.248 3.538 -4.863
C 4.194 -0.157 0.507
H 3.911 -5.932 0.976
C 2.955 -4.061 0.599

Results
total charge: +2
E_HOMO: -11.46 eV
Kohn-Sham gap: 0.1878 hartree
LUMO level: -6.3 eV

***

Record 4
The following is a DFT calculation (ωB97M-V/def2-TZVPD) of a structure of composition C59H57ClIN13O5PSn in a non-equilibrium geometry.

Atoms and positions in Å:
C 4.162 -2.330 3.508
O -1.271 -2.757 -2.340
N 0.557 -2.207 -3.322
C -1.732 1.227 3.308
H 0.029 -2.607 -5.838
C -5.940 -0.021 3.647
O 1.069 1.217 2.551
C -3.664 0.436 -3.304
N -2.321 4.369 -4.752
C -4.522 2.057 0.553
H 5.140 -5.151 2.349
C -1.033 7.742 -5.654
H -3.002 11.998 -8.031
H 0.437 5.855 -4.220
H 3.866 -0.919 -2.889
H -5.663 -5.338 1.403
C -3.319 1.648 -3.846
N 3.680 -1.953 2.182
C 2.521 -7.750 1.213
C -1.765 2.549 3.728
H 4.796 -3.835 6.468
C -3.196 2.023 0.979
H 7.071 -3.866 2.775
H 5.454 -2.324 5.809
C -0.049 0.804 5.129
C -2.868 4.248 0.100
C -2.716 -0.255 -2.546
C -2.360 3.112 0.706
C -3.430 -2.814 1.644
N 0.980 1.142 -1.757
C 5.741 -4.070 4.506
C -3.842 -0.395 2.464
N 4.538 -1.808 1.161
C 6.011 -5.570 4.731
N 0.983 -2.336 -5.659
C 2.438 -1.718 1.761
H 1.415 -4.081 0.848
H -0.731 9.736 -6.354
N 0.285 0.382 2.579
H -0.034 7.697 -5.234
C -0.118 2.105 5.482
H 2.135 4.691 -2.727
H 1.561 -5.527 -1.144
H -0.985 -0.739 3.968
C -1.421 8.906 -6.291
C 3.242 -4.582 4.293
H -2.227 5.106 -0.063
C -4.670 0.401 3.236
N -1.491 0.202 -2.327
H 3.559 -5.588 4.561
C -0.716 0.315 3.937
H -3.831 5.896 -6.074
C -2.039 2.166 -3.592
H -4.645 0.007 -3.458
H 1.203 -5.150 4.103
H 7.037 -5.699 5.072
C -0.369 3.951 -3.692
H -2.148 11.614 -6.522
H 2.655 -7.354 3.305
C 1.742 -5.110 0.960
H 2.763 0.943 -0.757
N -0.333 5.210 -4.236
H -4.537 7.986 -7.235
H 5.364 -5.988 5.502
H 3.328 -2.408 -2.425
C 3.770 -1.514 0.146
H 3.567 3.229 -1.329
H 3.287 -1.774 -4.908
C 1.961 -4.715 3.446
H 2.983 -4.063 5.219
C 5.609 -3.404 5.882
C -1.615 3.456 -4.035
H 5.082 -1.773 3.648
C 0.553 3.222 -2.895
C -2.389 11.260 -7.526
H 1.634 -2.269 -6.425
H -1.469 11.103 -8.093
C -3.559 7.895 -6.780
H -5.178 1.213 0.723
O -3.174 10.074 -7.475
H -1.073 4.010 5.115
C 2.067 -5.594 2.221
H 6.932 -2.387 3.726
C -5.017 3.189 -0.081
C -4.198 4.288 -0.300
N 2.614 -1.741 -4.159
C -0.984 2.983 4.781
C -5.567 -2.120 2.509
C 6.965 -3.476 3.787
H 0.531 0.100 5.713
H -2.448 3.237 3.248
N -0.715 -2.644 -3.439
H 7.864 -3.731 4.347
Cl 2.346 -8.232 -1.442
H 1.591 -3.734 3.145
H 0.421 2.473 6.345
H -6.551 0.632 4.257
C -3.928 -4.061 1.391
C 1.346 -2.104 -4.407
C 0.165 1.923 -2.495
H 1.562 -1.730 2.391
C 4.449 -3.859 3.643
N 3.057 -1.525 -2.848
H -3.277 -4.845 1.027
C -6.072 -3.403 2.193
C -1.533 5.424 -4.871
I -1.308 -2.736 1.437
C 1.806 3.695 -2.459
C -5.281 -4.352 1.627
H -4.000 2.224 -4.460
C 2.155 1.607 -1.361
C 2.438 -6.931 2.330
C 2.602 2.891 -1.683
H -6.052 3.215 -0.397
Sn 0.243 -1.130 -1.030
C -2.695 8.997 -6.853
P -2.431 0.570 1.774
H -2.950 -1.219 -2.111
C -1.144 1.410 -2.823
C 2.224 -7.232 -0.039
H 3.430 -2.015 4.249
H 4.155 -1.323 -0.841
O -1.287 -2.840 -4.497
H 5.899 -6.173 3.824
H -7.401 -1.558 3.473
H -4.588 5.169 -0.793
H -1.311 3.071 0.987
H 6.532 -3.561 6.442
H -4.353 1.399 3.502
H -7.101 -3.623 2.448
C -1.893 6.652 -5.559
H 2.804 -8.789 1.312
C -4.221 -1.748 2.167
C -6.397 -1.231 3.230
N 2.442 -1.448 0.461
O 4.644 -4.325 2.322
C -3.167 6.747 -6.140
C 1.821 -5.914 -0.166

Results
total charge: +3
E_HOMO: -12.88 eV
Kohn-Sham gap: 0.1409 hartree
LUMO level: -9.0 eV
energy above the lowest of the compared OMol25 structures with the same formula, charge and spin: 113.6 kJ/mol

***

Total energy (computed, Eh): -8727.7320; -4129.5680; -3947.2906; -4683.0957